The following is a quantum chemistry calculation of a cluster of 15 separate species, C7H42N2O17 in total at a distorted geometry, from OMol25.

```
! RIJCOSX wB97M-V def2-TZVPD def2/J DEFGRID3
* xyz 0 1
C 0.438 3.630 1.900
C 1.125 2.264 2.036
N 1.235 1.573 0.732
C 0.361 0.447 0.517
N 0.199 0.218 -0.910
C 1.415 -0.146 -1.670
C 1.172 -1.340 -2.614
C -1.069 0.540 1.116
O -1.004 -0.375 2.241
C 0.235 -0.852 2.336
O 0.702 -1.360 3.305
O 0.888 -0.704 1.154
H 0.053 3.987 2.849
H 1.171 4.331 1.512
H -0.360 3.566 1.153
H 2.141 2.441 2.378
H 0.663 1.623 2.787
H 1.104 2.249 -0.008
H -0.234 1.051 -1.289
H 1.714 0.718 -2.271
H 2.238 -0.361 -0.996
H 1.265 -1.039 -3.657
H 1.878 -2.131 -2.398
H 0.152 -1.702 -2.487
H -1.720 0.037 0.407
H -1.390 1.532 1.400
O 4.013 -2.160 -1.590
H 4.773 -1.622 -1.834
H 4.374 -2.767 -0.933
O 6.256 -2.048 0.327
H 6.427 -2.206 1.261
H 5.871 -1.165 0.307
O 2.439 -1.208 5.799
H 2.837 -2.051 6.042
H 1.977 -1.385 4.969
O -3.382 2.351 0.221
H -4.227 2.471 0.666
H -3.585 1.755 -0.515
O -1.142 0.359 -3.779
H -0.964 0.179 -2.848
H -1.522 1.243 -3.805
O -2.641 -1.725 -5.712
H -3.512 -1.346 -5.518
H -2.032 -1.104 -5.285
O -5.199 -1.805 -4.168
H -4.651 -2.509 -3.799
H -5.708 -2.259 -4.850
O -3.022 -4.366 -5.262
H -2.772 -3.416 -5.289
H -2.515 -4.774 -5.969
O -4.716 0.911 -2.377
H -5.493 1.015 -1.818
H -4.974 0.224 -3.007
O 3.187 5.368 1.783
H 3.639 6.167 2.072
H 3.715 5.049 1.043
O 0.552 5.296 4.740
H 0.739 4.911 5.602
H 0.239 6.186 4.935
O -5.721 -4.720 -4.456
H -5.951 -5.552 -4.035
H -4.841 -4.833 -4.852
O 0.810 -3.803 6.973
H 0.819 -3.414 6.092
H 1.256 -3.155 7.527
O 3.455 0.814 3.627
H 3.490 -0.147 3.637
H 3.335 1.043 4.556
*
```

Properties
Orbital gap in hartree: 0.337
LUMO in eV: 0.30
HOMO in eV: -8.86
Energy in a.u.: -1680.5041



The following is a quantum chemistry calculation of a cluster of 2 separate species, C4H5NO3 in total at a distorted geometry, from OMol25.

```
! RIJCOSX wB97M-V def2-TZVPD def2/J DEFGRID3
* xyz 0 1
O -0.794 0.742 -2.442
C -1.438 -0.064 -1.820
O -2.745 -0.349 -2.022
C -0.913 -0.844 -0.736
C -0.334 -1.309 0.221
O 0.244 -1.721 1.304
H -3.306 -0.650 -1.330
H 0.776 -0.983 1.564
C 1.435 1.179 0.838
N 1.952 0.725 1.871
H 1.853 1.313 -0.108
H 0.313 1.551 0.964
H 2.958 0.410 1.699
*
```

Properties
SMILES: O=C(O)C#CO.C=N
Orbital gap in hartree: 0.391
LUMO in eV: 0.56
HOMO in eV: -10.09
Energy in a.u.: -435.7790



The following is a quantum chemistry calculation of a structure of composition C32H91FeN5O15P at a distorted geometry, from OMol25.

```
! RIJCOSX wB97M-V def2-TZVPD def2/J DEFGRID3
* xyz 0 6
Fe 0.808 0.688 1.003
P 1.014 -0.769 -0.784
O 1.214 0.795 -0.944
O -0.327 -0.639 0.046
O 1.863 -0.924 0.564
O 1.129 -1.739 -1.862
C 2.102 -6.015 -0.995
C 2.066 -4.886 -1.993
O 2.923 -3.832 -1.619
H 1.709 -5.705 -0.026
H 3.115 -6.403 -0.881
H 1.423 -6.804 -1.332
H 1.041 -4.483 -1.986
H 2.178 -5.266 -3.015
H 2.377 -3.035 -1.551
C -2.306 -3.044 -5.074
C -0.975 -2.654 -4.482
O -1.100 -2.733 -3.073
H -2.474 -4.094 -4.809
H -2.408 -2.933 -6.151
H -3.118 -2.488 -4.598
H -0.680 -1.661 -4.842
H -0.204 -3.360 -4.815
H -0.307 -2.312 -2.678
C -5.593 0.088 1.404
C -4.569 0.804 0.557
O -3.273 0.378 0.936
H -6.642 0.337 1.197
H -5.460 0.218 2.476
H -5.539 -0.961 1.098
H -4.577 1.889 0.662
H -4.766 0.519 -0.481
H -3.184 -0.552 0.604
C 4.318 -0.482 -2.972
C 3.351 0.084 -3.982
O 2.352 -0.838 -4.325
H 4.583 -1.489 -3.297
H 3.920 -0.469 -1.961
H 5.262 0.073 -3.022
H 3.877 0.466 -4.859
H 2.912 1.019 -3.583
H 2.067 -1.291 -3.520
C 0.436 5.436 -2.297
C 0.575 3.924 -2.448
O 1.536 3.418 -1.520
H -0.440 5.694 -2.904
H 1.294 5.991 -2.667
H 0.186 5.722 -1.275
H 0.857 3.681 -3.479
H -0.427 3.508 -2.272
H 1.595 2.453 -1.646
C 6.432 -2.391 1.494
C 5.101 -2.263 0.746
O 4.173 -1.702 1.648
H 7.104 -1.559 1.273
H 6.992 -3.235 1.068
H 6.282 -2.549 2.555
H 4.768 -3.205 0.306
H 5.235 -1.564 -0.094
H 3.303 -1.550 1.221
C -4.009 -4.090 0.384
C -2.702 -3.368 0.608
C -1.523 -4.244 0.217
O -1.425 -5.503 0.856
C -1.396 -5.426 2.242
N -2.686 -2.138 -0.205
H -4.184 -4.266 -0.679
H -4.843 -3.464 0.711
H -4.028 -5.035 0.928
H -2.559 -3.055 1.646
H -0.588 -3.680 0.411
H -1.500 -4.397 -0.862
H -0.415 -5.138 2.639
H -1.553 -6.444 2.622
H -2.233 -4.857 2.653
H -2.571 -2.408 -1.186
H -1.808 -1.640 -0.030
C 4.298 1.331 0.678
C 3.474 1.711 1.907
C 4.253 2.766 2.663
O 3.450 3.286 3.713
C 4.103 4.328 4.407
N 2.150 2.295 1.429
H 5.214 0.825 0.986
H 4.544 2.223 0.096
H 3.765 0.595 0.084
H 3.363 0.794 2.489
H 4.558 3.575 1.982
H 5.177 2.343 3.077
H 4.730 3.953 5.227
H 3.351 4.966 4.879
H 4.722 4.963 3.768
H 2.521 2.844 0.639
H 1.920 3.093 2.034
C -3.749 0.211 -3.030
C -2.330 0.646 -3.356
C -2.280 1.942 -4.132
O -2.983 1.753 -5.358
C -3.347 2.966 -5.992
N -1.615 0.917 -2.082
H -4.354 0.131 -3.930
H -4.214 1.008 -2.438
H -3.680 -0.705 -2.450
H -1.813 -0.116 -3.944
H -1.233 2.138 -4.411
H -2.690 2.766 -3.537
H -3.232 2.855 -7.070
H -2.703 3.782 -5.652
H -4.393 3.195 -5.764
H -0.622 0.768 -2.289
H -1.746 0.175 -1.393
C 0.324 -2.178 3.315
C -0.442 -0.871 3.338
C -1.367 -0.664 4.497
O -1.984 0.586 4.329
C -2.767 0.943 5.445
N 0.392 0.357 3.035
H 1.247 -2.131 2.738
H -0.281 -3.013 2.964
H 0.662 -2.476 4.322
H -1.025 -0.920 2.409
H -0.835 -0.729 5.459
H -2.136 -1.446 4.483
H -2.130 1.299 6.267
H -3.373 0.096 5.779
H -3.437 1.770 5.212
H 1.089 0.434 3.794
H -0.221 1.098 3.419
C -2.141 4.042 0.138
C -0.940 3.518 0.915
C -1.051 3.904 2.367
O 0.162 3.551 3.026
C 0.153 3.907 4.386
N -0.849 2.028 0.754
H -2.294 3.650 -0.867
H -2.115 5.132 0.031
H -3.069 3.799 0.675
H -0.016 3.976 0.556
H -1.859 3.373 2.892
H -1.144 4.999 2.389
H -0.109 4.963 4.502
H 1.115 3.646 4.814
H -0.630 3.323 4.900
H -1.742 1.607 1.055
H -0.880 1.952 -0.275
*
```

Properties
Orbital gap (alpha / beta) in hartree: 0.336 / 0.300
LUMO (alpha / beta) in eV: 0.13 / -0.89
HOMO (alpha / beta) in eV: -9.01 / -9.04
Energy in a.u.: -4281.3352



The following is a quantum chemistry calculation of a cluster of 11 separate species, C4H31N2O11 in total at a distorted geometry, from OMol25.

```
! RIJCOSX wB97M-V def2-TZVPD def2/J DEFGRID3
* xyz -1 1
C 0.122 3.115 0.012
N -0.103 2.391 1.270
C 0.295 2.143 -1.249
C 1.324 2.501 -2.378
N 0.648 0.878 -0.595
C 0.419 -0.308 -1.479
O 0.277 -1.545 -0.797
H 0.823 3.892 0.162
H -0.841 3.702 -0.183
H -0.623 1.533 1.065
H 0.699 2.173 1.852
H -0.700 2.010 -1.781
H 1.844 1.537 -2.497
H 2.030 3.238 -1.956
H 0.954 3.079 -3.270
H 1.331 1.001 0.130
H -0.573 -0.217 -2.224
H 1.409 -0.418 -2.053
H 3.909 -1.556 -0.076
H 3.135 -1.499 -1.411
O 3.908 -1.255 -0.932
H 2.124 -0.654 2.765
H 2.963 -0.669 3.913
O 2.526 -0.014 3.425
H -2.684 2.031 2.595
H -3.798 2.109 1.567
O -3.430 2.488 2.338
H 1.360 -1.787 0.047
H 0.953 -3.223 0.606
O 1.655 -2.558 0.747
H -2.341 -1.702 0.294
H -1.955 -0.310 0.024
O -2.696 -0.909 -0.123
H -2.076 -0.773 -4.264
H -0.768 -0.112 -5.052
O -1.373 -0.170 -4.407
H 2.024 -2.851 2.280
H 1.293 -2.744 3.413
O 2.168 -2.595 3.215
H -3.849 1.371 -1.027
H -3.035 0.240 -1.513
O -3.680 0.987 -1.903
H -2.263 -3.778 2.099
H -1.144 -2.908 1.360
O -1.372 -3.831 1.678
H 0.026 -1.277 2.093
H -0.242 -1.473 0.570
O -0.674 -1.286 1.653
*
```

Properties
Orbital gap in hartree: 0.300
LUMO in eV: 2.83
HOMO in eV: -5.35
Energy in a.u.: -1108.0427



The following is a quantum chemistry calculation of a structure of composition C4H3AlFO5 at a distorted geometry, from OMol25.

```
! RIJCOSX wB97M-V def2-TZVPD def2/J DEFGRID3
* xyz 1 1
C -0.260 1.148 0.937
C -0.351 -0.165 1.716
F 0.618 1.988 1.575
H -1.223 1.662 0.822
H 0.640 -0.636 1.749
H -0.640 0.091 2.743
O -1.337 -1.041 1.216
C -1.114 -1.853 0.104
O -2.053 -2.582 -0.152
O 1.987 -0.062 -1.075
Al 0.513 -1.340 -1.032
O 0.588 0.933 -2.461
O 0.186 0.855 -0.327
C 1.102 0.801 -1.354
*
```

Properties
Orbital gap in hartree: 0.265
LUMO in eV: -8.32
HOMO in eV: -15.53
Energy in a.u.: -872.3440



The following is a quantum chemistry calculation of a cluster of 2 separate species, C27H42BN2O7 in total at a distorted geometry, from OMol25.

```
! RIJCOSX wB97M-V def2-TZVPD def2/J DEFGRID3
* xyz 1 1
C 3.440 3.459 -5.088
O 3.706 2.087 -5.420
C 2.577 1.251 -5.160
C 2.778 0.297 -3.893
C 3.471 1.027 -2.679
C 2.334 1.905 -1.970
C 1.288 0.988 -1.207
N 1.794 -0.190 -0.824
N 0.849 -0.910 -0.238
C -0.437 -0.628 -0.004
C -1.319 -1.713 0.696
C -1.103 -1.619 2.261
C -0.682 -2.966 2.954
C 0.642 -3.628 2.412
C 1.998 -3.102 3.067
C 1.917 -1.687 3.733
O 3.246 -1.429 4.306
C 3.305 -0.026 4.439
C 4.197 0.753 3.413
O 2.695 0.550 5.294
C -1.044 0.660 -0.354
B -2.587 1.025 -0.071
O -2.849 2.041 0.861
O -3.673 0.415 -0.734
C -0.063 1.544 -1.024
C -0.469 2.955 -1.537
O -1.047 3.785 -0.490
C -1.919 4.665 -1.185
C -3.291 4.278 -1.552
C -4.196 5.137 -2.297
C -3.734 6.469 -2.699
C -2.381 6.869 -2.318
C -1.482 6.000 -1.568
H 4.135 4.094 -5.700
H 2.398 3.787 -5.362
H 3.601 3.680 -3.999
H 1.602 1.821 -5.106
H 2.493 0.554 -6.044
H 3.385 -0.593 -4.197
H 1.739 -0.077 -3.649
H 4.248 1.774 -3.009
H 3.987 0.340 -1.967
H 2.819 2.607 -1.241
H 1.827 2.445 -2.817
H 1.178 -1.834 0.080
H -0.885 -2.703 0.363
H -2.381 -1.719 0.356
H -2.015 -1.239 2.806
H -0.318 -0.825 2.436
H -1.548 -3.684 2.867
H -0.543 -2.798 4.058
H 0.573 -4.724 2.672
H 0.770 -3.589 1.298
H 2.749 -3.007 2.227
H 2.387 -3.904 3.742
H 1.765 -0.892 2.952
H 1.183 -1.645 4.573
H 4.606 0.030 2.664
H 5.004 1.325 3.939
H 3.517 1.460 2.871
H -2.025 2.123 1.383
H -4.180 1.158 -1.122
H 0.356 3.556 -1.986
H -1.221 2.790 -2.367
H -3.672 3.259 -1.292
H -5.221 4.796 -2.587
H -4.416 7.125 -3.294
H -2.027 7.882 -2.607
H -0.457 6.336 -1.282
C -4.083 -7.226 1.692
C -3.413 -6.413 2.768
O -3.548 -5.207 2.825
C -2.568 -7.155 3.771
H -4.657 -6.564 1.043
H -3.331 -7.740 1.091
H -4.764 -7.950 2.142
H -1.749 -7.666 3.261
H -3.182 -7.877 4.313
H -2.148 -6.446 4.485
*
```

Properties
Orbital gap in hartree: 0.254
LUMO in eV: -4.66
HOMO in eV: -11.58
Energy in a.u.: -1714.7631



The following is a quantum chemistry calculation of a structure of composition C17H29BF4NO2P2Sc at a distorted geometry, from OMol25.

```
! RIJCOSX wB97M-V def2-TZVPD def2/J DEFGRID3
* xyz 0 1
C -1.004 2.982 -2.568
C -0.981 2.011 -1.572
N 0.138 1.821 -0.826
C 1.322 2.298 -1.258
C 1.374 3.220 -2.293
C 0.188 3.610 -2.913
C -2.138 1.057 -1.482
P -2.280 -0.009 -0.018
Sc 0.043 0.452 0.896
P 2.547 0.181 0.177
C 2.602 1.855 -0.583
C -0.567 -1.752 1.478
C -1.173 -1.771 2.719
C -1.020 -2.903 3.540
C -0.244 -3.986 3.116
C 0.341 -3.946 1.854
C 0.153 -2.837 1.012
O -1.706 -0.598 -3.602
O 0.806 -0.949 -2.925
H -1.956 3.139 -3.080
H 2.353 3.600 -2.582
H 0.200 4.351 -3.709
C -3.495 0.906 0.992
C -3.270 -1.370 -0.662
H 3.385 1.827 -1.351
H 2.901 2.597 0.180
H -2.065 0.355 -2.400
H -3.106 1.518 -1.711
C 3.777 0.379 1.505
C 3.418 -0.834 -1.053
H -1.733 -0.908 3.097
H -1.498 -2.866 4.520
H -0.120 -4.836 3.786
H 0.922 -4.800 1.525
H 0.588 -2.830 0.012
H 0.508 -1.048 -2.021
H 0.950 -1.864 -3.211
H -0.745 -0.618 -3.459
H -1.846 -0.025 -4.379
H -0.042 -0.795 -0.575
H -4.420 1.024 0.407
H -3.711 0.334 1.906
H -3.112 1.893 1.295
H -4.337 -1.081 -0.632
H -2.951 -1.607 -1.695
H -3.105 -2.243 -0.010
H 4.439 -0.454 -1.207
H 3.467 -1.866 -0.674
H 2.875 -0.835 -2.008
H 4.727 0.777 1.098
H 3.384 1.054 2.288
H 3.948 -0.614 1.958
F -0.428 2.046 2.352
B 0.247 1.447 3.525
F -0.689 0.931 4.368
F 0.923 0.297 2.853
F 1.215 2.282 4.002
*
```

Properties
Orbital gap in hartree: 0.246
LUMO in eV: 0.05
HOMO in eV: -6.66
Energy in a.u.: -2738.4001



The following is a quantum chemistry calculation of the molecule CH2N2O3 at a distorted geometry, from OMol25.

```
! RIJCOSX wB97M-V def2-TZVPD def2/J DEFGRID3
* xyz 0 1
O -1.601 1.461 0.169
C -0.789 0.628 0.416
N -0.738 -0.789 0.170
O 0.629 -0.941 0.640
N 0.615 0.577 0.773
O 1.489 1.296 0.009
H -1.411 -1.515 0.501
H 1.026 1.197 -0.904
*
```

Properties
SMILES: O=c1[nH]on1O
Orbital gap in hartree: 0.387
LUMO in eV: 0.56
HOMO in eV: -9.98
Energy in a.u.: -374.3487